(1)
Density functional theory data (wB97M-V/def2-TZVPD) for an isolated ion of composition C4H10S2 and charge +1.

```
16
Properties=species:S:1:pos:R:3:mulliken_spin:R:1
C -0.10 -0.76 -2.30 0.026
C -0.39 -2.09 -2.96 -0.003
C 0.65 -0.87 -0.99 0.016
S -0.30 -0.40 0.54 0.486
S 0.51 0.96 1.83 0.397
C -0.47 2.48 1.79 0.012
H 0.45 -0.26 -3.17 0.012
H -0.98 -0.13 -2.35 0.000
H -1.24 -2.55 -2.42 0.001
H -0.66 -2.10 -4.05 0.002
H 0.50 -2.73 -2.84 0.001
H 0.88 -2.04 -0.72 0.015
H 1.64 -0.48 -1.26 -0.002
H -0.24 3.32 1.19 0.030
H -1.60 2.42 1.66 0.009
H -0.35 3.00 2.79 -0.001
```

As for the HOMO energy (spin up / spin down): -14.82 / -14.73 eV. Its LUMO energy (spin up / spin down) is -4.567 / -8.354 eV. Its net charge is +1. The spin multiplicity is 2. The value obtained for the orbital gap (spin up / spin down) is 10.26 / 6.38 eV. The expectation value of S² is 0.76.

(2)
Density functional theory data (wB97M-V/def2-TZVPD) for C4H11AgF6NO10S2 as an isolated structure.

```
35
Properties=species:S:1:pos:R:3:mulliken_spin:R:1
Ag -4.71 26.34 22.44 0.001
C -3.57 30.33 19.14 0.000
F -4.21 31.40 19.58 0.000
F -4.38 29.38 18.72 0.000
F -2.77 30.69 18.11 0.000
S -2.40 29.66 20.53 0.000
O -1.95 28.49 19.87 0.000
O -1.31 30.63 20.78 0.000
N -3.57 29.29 21.89 0.000
S -3.72 30.52 22.78 0.000
O -3.45 31.81 22.21 0.000
O -4.96 30.53 23.60 0.000
C -2.25 30.30 23.96 -0.001
F -2.00 31.44 24.51 0.000
F -2.56 29.47 25.02 0.000
F -1.16 29.72 23.39 0.000
C -1.43 25.25 26.56 -0.008
C -2.32 25.44 25.35 -0.071
O -1.81 25.28 24.26 0.627
O -3.44 25.96 25.44 0.434
H -1.77 25.91 27.36 0.011
H -0.38 25.27 26.28 0.009
H -1.68 24.24 26.90 0.000
O -6.26 23.77 22.84 -0.001
H -6.67 23.55 23.68 0.000
H -6.69 23.18 22.21 0.000
O -3.48 24.83 19.88 -0.001
H -3.73 24.39 19.07 0.000
H -2.52 24.84 19.85 0.000
O -7.65 27.75 23.68 0.000
H -7.66 28.68 23.47 0.000
H -8.45 27.60 24.18 0.000
O -6.73 26.67 19.95 0.000
H -6.60 26.92 19.04 0.000
H -7.64 26.37 19.99 0.000
```

As for the HOMO energy (spin up / spin down): -9.49 / -9.49 eV. Its LUMO energy (spin up / spin down) is -1.402 / -4.098 eV. The spin multiplicity is 2. The value obtained for the orbital gap (spin up / spin down) is 8.08 / 5.39 eV. The expectation value of S² is 0.76.

Energy above the lowest of the compared OMol25 structures with the same formula, charge and spin (eV)
2.0457 0.4342